DFT (wB97M-V/def2-TZVPD) results for a structure of composition C7H14OPSY in a non-equilibrium geometry.

Structure (XYZ):
```
25
Properties=species:S:1:pos:R:3
C -0.23 0.81 -0.88
C 0.30 1.69 -1.86
C -0.07 1.19 -3.13
C -0.90 0.06 -2.96
C -0.99 -0.22 -1.56
Y -0.39 -1.39 1.14
P -1.13 0.52 2.94
H -0.19 0.99 0.22
H 0.91 2.57 -1.67
H 0.20 1.63 -4.09
H -1.62 -1.01 -1.10
H -1.35 -0.53 -3.76
H -2.55 0.54 3.18
H -0.96 1.95 2.75
H -0.70 0.45 4.33
C 3.88 -2.16 0.93
S 2.95 -1.16 -0.24
C 2.85 -2.34 -1.59
O 1.51 -1.30 0.37
H 4.92 -2.06 0.62
H 3.55 -3.20 0.91
H 3.75 -1.75 1.94
H 2.98 -3.36 -1.22
H 1.90 -2.24 -2.12
H 3.68 -2.06 -2.26
```

The energy relative to the best compared isomer or geometry (same formula, charge and spin) is 17.6 kJ/mol. The calculation puts the total energy at -30693.9484 eV. As for the net charge: 0. The frontier orbital gap (spin up / spin down) comes out at 4.802 / 4.704 eV. For the LUMO energy (spin up / spin down), the calculation gives -0.13 / -0.29 eV.

natural (NBO) atomic charge list, values in e, 8 entries: C -0.424; C -0.333; C -0.324; C -0.321; C -0.444; Y 0.946; P -0.163; H 0.144

***

DFT (wB97M-V/def2-TZVPD) results for a structure of composition C7H14OPSc in a non-equilibrium geometry.

Structure (XYZ):
```
24
Properties=species:S:1:pos:R:3
C -0.21 0.12 -2.26
C -1.08 1.21 -2.17
C -0.33 2.42 -2.33
C 1.04 2.09 -2.57
C 1.18 0.69 -2.52
Sc 1.87 -1.49 0.82
P 0.15 -3.13 0.00
H -0.46 -0.94 -2.20
H -2.16 1.16 -2.00
H -0.75 3.42 -2.30
H 2.10 0.11 -2.66
H 1.83 2.81 -2.76
H 0.62 -4.15 -0.92
H -0.94 -2.63 -0.83
H -0.66 -3.99 0.83
C -0.76 0.33 3.38
C -0.26 0.08 1.96
O 1.17 0.04 1.94
H -0.59 -0.55 4.01
H -1.84 0.52 3.36
H -0.29 1.20 3.85
H -0.61 -0.88 1.55
H -0.58 0.86 1.26
H 1.57 0.69 2.55
```

The energy relative to the best compared isomer or geometry (same formula, charge and spin) is 0.0 kJ/mol. The calculation puts the total energy at -39515.7998 eV. As for the net charge: 0. The frontier orbital gap (spin up / spin down) comes out at 4.861 / 4.342 eV. For the LUMO energy (spin up / spin down), the calculation gives -0.58 / -1.13 eV.

natural (NBO) atomic charge list, values in e, 8 entries: C -0.403; C -0.349; C -0.339; C -0.336; C -0.397; Sc 0.849; P -0.143; H 0.167

***

DFT (wB97M-V/def2-TZVPD) results for an isolated molecule of C7H14OS3 in a non-equilibrium geometry.

Structure (XYZ):
```
25
Properties=species:S:1:pos:R:3
C -1.36 1.98 0.41
C -0.72 0.90 -0.03
C -1.04 3.34 -0.13
C 3.23 -2.13 0.26
C -4.16 -1.10 -0.43
C 2.28 -1.34 -0.60
C 1.78 -0.06 0.02
O 0.30 -0.29 -2.21
S -1.21 -0.77 0.78
S -2.37 -1.64 -0.70
S 0.64 0.77 -1.30
H -2.10 2.03 1.08
H -1.85 4.00 -0.02
H -0.83 3.41 -1.28
H -0.22 3.65 0.51
H 3.67 -1.50 0.91
H 2.58 -2.79 0.78
H 3.97 -2.75 -0.22
H -4.36 -1.17 0.70
H -4.82 -1.79 -0.91
H -4.26 -0.14 -0.79
H 1.43 -1.81 -0.81
H 2.89 -1.22 -1.46
H 2.54 0.58 0.21
H 1.26 -0.18 0.86
```

The energy relative to the best compared isomer or geometry (same formula, charge and spin) is 227.4 kJ/mol. The calculation puts the total energy at -42035.8226 eV. As for the net charge: 0. The frontier orbital gap comes out at 9.117 eV. For the LUMO energy, the calculation gives 0.63 eV.

natural (NBO) atomic charge list, values in e, 8 entries: C -0.167; C -0.357; C -0.654; C -0.593; C -0.711; C -0.412; C -0.521; O -0.957

***

DFT (wB97M-V/def2-TZVPD) results for the ion C7H14P with charge +1 in a non-equilibrium geometry.

Structure (XYZ):
```
22
Properties=species:S:1:pos:R:3
C -0.42 0.45 -1.80
C -1.74 0.88 -2.02
C 0.66 0.94 -1.16
C -2.45 1.87 -1.39
C -0.37 -2.47 1.55
C 1.75 1.02 1.49
C 0.76 -1.50 0.93
P 0.19 0.31 0.79
H -0.15 -0.53 -2.37
H -2.19 0.26 -2.87
H 1.68 0.60 -1.52
H 0.83 1.99 -1.01
H -2.20 2.36 -0.57
H -3.38 2.19 -1.77
H -0.14 -3.45 1.35
H -0.23 -2.60 2.60
H -1.35 -2.23 1.36
H 2.08 1.96 1.06
H 2.50 0.29 1.05
H 1.67 0.98 2.63
H 0.88 -1.80 -0.04
H 1.61 -1.51 1.71
```

The energy relative to the best compared isomer or geometry (same formula, charge and spin) is 343.9 kJ/mol. The calculation puts the total energy at -16764.0948 eV. As for the net charge: +1. The frontier orbital gap comes out at 7.191 eV. For the LUMO energy, the calculation gives -6.09 eV.

natural (NBO) atomic charge list, values in e, 8 entries: C 0.109; C -0.342; C -0.683; C -0.080; C -0.611; C -0.962; C -0.706; P 0.892

***

DFT (wB97M-V/def2-TZVPD) results for a cluster of 2 separate species, C7H15B2ClF7NO2S in total in a non-equilibrium geometry.

Structure (XYZ):
```
36
Properties=species:S:1:pos:R:3
C -0.08 -0.21 -4.27
C 0.66 -0.76 -3.01
C -0.39 -1.03 -1.95
Cl -1.35 -2.48 -2.36
N 0.22 -1.07 -0.53
S -0.78 -2.22 0.45
C 0.19 0.34 -0.01
C -1.03 0.75 0.78
O -2.22 0.62 0.03
C -0.92 2.24 1.17
F 0.33 2.62 1.33
F -1.55 2.36 2.29
F -1.50 3.02 0.30
B 1.63 -1.73 -0.55
C 1.81 -3.22 -1.05
O 2.73 -1.02 -0.18
H 0.51 0.55 -4.75
H -0.26 -1.05 -4.94
H -1.04 0.25 -4.02
H 1.17 -1.65 -3.35
H 1.35 0.03 -2.72
H -1.11 -0.23 -1.98
H -0.43 -1.85 1.71
H 1.06 0.58 0.58
H 0.25 1.00 -0.87
H -1.13 0.24 1.73
H -2.83 0.03 0.50
H 1.40 -3.39 -2.04
H 1.41 -3.95 -0.36
H 2.88 -3.42 -1.12
H 2.98 -1.26 0.72
B -0.80 3.18 5.69
F 0.09 2.30 5.01
F -0.42 3.28 7.04
F -0.75 4.45 5.08
F -2.11 2.66 5.60
```

The calculation puts the total energy at -56824.9156 eV. As for the net charge: 0. The frontier orbital gap comes out at 7.331 eV. For the LUMO energy, the calculation gives -2.04 eV.

natural (NBO) atomic charge list, values in e, 8 entries: C -0.595; C -0.486; C -0.014; Cl 0.026; N -0.635; S 0.259; C -0.267; C -0.015

***

DFT (wB97M-V/def2-TZVPD) results for a structure of composition C7H15BrFMnNO2S in a non-equilibrium geometry.

Structure (XYZ):
```
29
Properties=species:S:1:pos:R:3
C 1.67 -1.41 1.28
C 2.39 -1.32 -0.06
C 1.86 -0.23 -1.01
C 1.52 1.12 -0.34
C -0.03 1.41 -0.40
C -0.80 1.18 0.88
C -2.29 0.90 0.61
N -2.38 0.02 -0.57
Br -3.70 0.52 -1.79
S -2.46 -1.64 -0.22
O -3.75 -2.16 -0.34
O -1.47 -2.23 -1.03
F -1.98 -1.72 1.25
H 2.12 -2.23 1.85
H 1.76 -0.51 1.90
H 0.62 -1.65 1.18
H 2.22 -2.27 -0.56
H 3.46 -1.24 0.09
H 1.04 -0.64 -1.59
H 2.66 -0.02 -1.73
H 2.05 1.94 -0.95
H 1.90 1.21 0.67
H -0.41 0.84 -1.26
H -0.14 2.53 -0.64
H -0.39 0.35 1.45
H -0.68 2.06 1.51
H -2.78 1.85 0.41
H -2.75 0.50 1.50
Mn 0.72 2.83 -2.08
```

The calculation puts the total energy at -127979.3504 eV. As for the net charge: +2. The frontier orbital gap (spin up / spin down) comes out at 4.403 / 4.231 eV. For the LUMO energy (spin up / spin down), the calculation gives -11.88 / -12.03 eV. The spin multiplicity is 6.

natural (NBO) atomic charge list, values in e, 8 entries: C -0.622; C -0.401; C -0.446; C -0.354; C -0.408; C -0.439; C -0.253; N -0.811

***

DFT (wB97M-V/def2-TZVPD) results for a cluster of 2 separate species, C7H15BrN2O4 in total in a non-equilibrium geometry.

Structure (XYZ):
```
29
Properties=species:S:1:pos:R:3
C 0.85 -1.93 3.18
C -0.22 -2.71 2.40
C 0.30 -3.36 1.10
N -0.34 -2.71 -0.07
Br -1.66 -3.77 -0.86
C 0.58 -2.23 -1.04
O 1.47 -2.83 -1.49
O 0.33 -0.96 -1.41
C 0.80 -0.06 -0.39
C -0.11 1.15 -0.31
H 0.77 -0.87 2.98
H 0.78 -2.10 4.24
H 1.84 -2.26 2.89
H -1.02 -2.04 2.13
H -0.65 -3.46 3.05
H 0.08 -4.41 1.14
H 1.36 -3.23 1.02
H 0.79 -0.53 0.58
H 1.82 0.21 -0.62
H -1.09 0.85 -0.64
H -0.16 1.55 0.69
H 0.29 1.92 -0.96
C -1.13 5.11 -3.09
N -0.78 4.48 -1.79
O -1.67 4.30 -0.99
O 0.39 4.18 -1.62
H -2.19 5.32 -3.10
H -0.55 6.02 -3.18
H -0.86 4.41 -3.88
```

The calculation puts the total energy at -88710.3122 eV. As for the net charge: 0. As for the structure (SMILES): CCCN(Br)C(=O)OCC.C[N+](=O)[O-]. The frontier orbital gap comes out at 9.298 eV. For the LUMO energy, the calculation gives 0.16 eV.

natural (NBO) atomic charge list, values in e, 8 entries: C -0.608; C -0.417; C -0.233; N -0.584; Br 0.213; C 0.902; O -0.520; O -0.533

***

DFT (wB97M-V/def2-TZVPD) results for a structure of composition C7H15ClSi in a non-equilibrium geometry.

Structure (XYZ):
```
24
Properties=species:S:1:pos:R:3
C 0.15 0.56 -2.87
C 1.04 -0.06 -1.99
C 1.78 -1.50 -0.22
C -2.37 0.08 0.20
C 0.39 1.71 0.83
C -0.38 -1.19 2.08
C 0.69 -0.69 -0.83
Si -0.47 0.07 0.58
Cl -0.68 -2.42 -1.53
H 0.47 1.02 -3.76
H -0.91 0.57 -2.61
H 1.93 -0.20 -2.49
H 2.73 -1.26 -0.64
H 1.59 -2.54 -0.39
H 1.74 -1.41 0.78
H -2.91 -0.27 1.05
H -2.89 0.96 -0.31
H -2.40 -0.71 -0.54
H 0.54 2.11 -0.23
H -0.21 2.42 1.37
H 1.30 1.58 1.39
H -0.79 -2.10 1.80
H 0.61 -1.12 2.45
H -1.03 -0.96 2.92
```

The energy relative to the best compared isomer or geometry (same formula, charge and spin) is 193.2 kJ/mol. The calculation puts the total energy at -27900.5240 eV. As for the net charge: 0. The frontier orbital gap comes out at 8.272 eV. For the LUMO energy, the calculation gives -0.94 eV.

natural (NBO) atomic charge list, values in e, 8 entries: C -0.211; C -0.356; C -0.692; C -1.111; C -1.142; C -1.082; C -0.118; Si 1.632

***

DFT (wB97M-V/def2-TZVPD) results for a structure of composition C7H15F3InO6P in a non-equilibrium geometry.

Structure (XYZ):
```
33
Properties=species:S:1:pos:R:3
In -0.45 2.60 -2.22
C 1.61 2.37 1.56
O 2.91 1.92 1.30
O 0.93 2.35 0.42
C 0.99 1.62 2.83
F -0.15 2.16 3.23
F 0.79 0.33 2.61
F 1.83 1.66 3.85
C 3.99 2.36 2.16
C 5.34 1.96 1.52
H 5.37 2.32 0.50
H 6.19 2.40 2.04
H 5.38 0.87 1.58
H 3.92 1.99 3.19
H 4.02 3.45 2.17
H 1.63 3.44 1.87
C -2.64 -3.52 -0.64
O -1.88 -2.35 -0.87
P -2.39 -1.29 -1.97
O -1.50 -0.10 -2.07
O -2.52 -2.13 -3.32
C -1.38 -2.62 -4.02
O -3.89 -0.94 -1.52
C -3.99 -0.38 -0.21
H -3.63 -3.26 -0.25
H -2.11 -4.14 0.07
H -2.89 -4.14 -1.51
H -1.53 -3.68 -4.27
H -0.48 -2.52 -3.41
H -1.33 -2.18 -5.01
H -4.29 -1.12 0.53
H -4.75 0.40 -0.24
H -3.10 0.17 0.09
```

The energy relative to the best compared isomer or geometry (same formula, charge and spin) is 18.3 kJ/mol. The calculation puts the total energy at -42381.7985 eV. As for the net charge: +2. The frontier orbital gap comes out at 2.283 eV. For the LUMO energy, the calculation gives -13.63 eV.

natural (NBO) atomic charge list, values in e, 8 entries: In 0.997; C 0.182; O -0.234; O -0.217; C 1.029; F -0.232; F -0.236; F -0.248